1.
The following is a DFT calculation (wB97M-V/def2-TZVPD) of a cluster of 2 separate species, C24H18N5O6 in total in a non-equilibrium geometry.

XYZ file:
```
53
Properties=species:S:1:pos:R:3:lowdin_charge:R:1
N 0.11345 0.42951 5.52971 0.18
C 0.28955 -0.14305 4.52210 -0.19
C 0.57006 -0.86228 3.30913 -0.21
C -0.35764 -1.76143 2.73520 0.09
C 0.00228 -2.42083 1.55348 -0.10
N -0.76160 -3.23216 0.71861 -0.15
O -1.91154 -3.64429 0.73427 0.08
O 0.09995 -3.56154 -0.36797 0.02
N 1.34282 -2.99110 -0.22461 0.13
C 1.25589 -2.28369 0.93629 -0.15
C 2.22885 -1.40611 1.54891 -0.07
N 3.58961 -1.27455 1.07784 -0.33
O 4.00050 -1.90888 0.08741 0.06
O 4.33066 -0.49470 1.72670 0.01
C 1.83333 -0.67811 2.68241 0.07
H -1.35982 -1.92717 3.12352 0.10
H 2.53162 0.03935 3.11574 0.13
C 1.73184 -2.57547 7.33728 -0.08
C 0.90342 -3.23179 6.25188 -0.22
O -0.32787 -3.73715 6.87685 -0.05
C -1.47032 -3.93681 6.15825 -0.49
C -1.91994 -2.81536 5.28114 -0.14
N -3.01782 -3.00767 4.62615 0.07
C -4.05244 -2.27935 4.27391 -0.22
C -5.11873 -2.94585 3.54404 -0.16
C -6.29200 -2.28018 3.12374 -0.05
C -7.21745 -2.94626 2.32427 -0.11
C -7.00642 -4.28603 1.97134 -0.12
C -5.88367 -4.97330 2.45717 -0.09
C -4.96039 -4.31371 3.26704 -0.02
C -4.05519 -0.83679 4.56143 -0.18
C -4.21903 0.07083 3.49954 -0.05
C -3.96154 1.42483 3.70668 -0.10
C -3.61358 1.87987 4.98399 -0.11
C -3.52999 0.98783 6.05987 -0.09
C -3.74363 -0.37149 5.85087 -0.03
O -2.14704 -4.93913 6.28766 0.06
H 2.62734 -2.14675 6.87889 0.07
H 1.17182 -1.76543 7.81972 0.08
H 2.03645 -3.31004 8.09096 0.07
H 0.67956 -2.51456 5.45029 0.07
H 1.41977 -4.10379 5.82721 0.12
H -1.40330 -1.84399 5.37185 0.08
H -6.45320 -1.24321 3.41987 0.10
H -8.09808 -2.41149 1.96823 0.09
H -7.72125 -4.79199 1.32189 0.09
H -5.71877 -6.01817 2.20328 0.09
H -4.09144 -4.82070 3.68562 0.11
H -4.50017 -0.31299 2.51517 0.11
H -4.02624 2.11378 2.86376 0.10
H -3.40187 2.93690 5.14409 0.09
H -3.27128 1.33846 7.05994 0.10
H -3.67530 -1.08527 6.67504 0.12
```

## Properties
Largest force on an atom in eV/A: 2.67
M in u: 472.44
Total charge: -1
E_LUMO in eV: 0.1
ΔE to the lowest compared entry with this formula, charge and spin in kcal per mole: 10.1
HOMO-LUMO gap in eV: 3.286
Highest occupied orbital energy in eV: -3.19

=====

2.
The following is a DFT calculation (wB97M-V/def2-TZVPD) of a cluster of 2 separate species, C7H17NO in total in a non-equilibrium geometry.

XYZ file:
```
26
Properties=species:S:1:pos:R:3:lowdin_charge:R:1
C 0.95838 -1.01621 -2.29247 -0.02
C 1.08469 -1.59612 -1.00836 -0.62
N 2.16464 -1.22780 -0.15073 0.10
O 0.27586 -2.39203 -0.51627 0.01
H 1.87214 -0.60913 -2.58670 0.06
H 0.00362 -0.44071 -2.40467 0.10
H 0.79576 -1.88530 -2.96994 0.12
H 1.70184 -1.18819 0.91254 0.14
H 2.82582 -0.43135 -0.34949 0.11
C -2.12252 1.19825 -1.42482 -0.13
C -1.62774 0.29766 -0.25373 -0.28
C -0.39836 0.83218 0.55235 -0.26
C -0.10774 0.03052 1.79135 -0.32
C 0.99111 0.58538 2.66109 -0.12
H -2.50089 2.16669 -1.13251 0.05
H -1.36045 1.35579 -2.29948 0.09
H -3.14441 0.86695 -1.78785 0.08
H -1.48996 -0.81453 -0.39469 0.10
H -2.45101 0.28600 0.60948 0.13
H 0.23522 0.98022 -0.28865 0.08
H -0.74626 1.81513 0.99337 0.13
H 0.05594 -1.02415 1.50409 0.08
H -1.08392 0.01222 2.35653 0.13
H 0.82537 1.53757 3.10552 0.06
H 1.43472 -0.06448 3.47434 0.09
H 1.80814 0.72545 1.89970 0.07
```

## Properties
Largest force on an atom in eV/A: 5.20
M in u: 131.22
E_LUMO in eV: 0.9
ΔE to the lowest compared entry with this formula, charge and spin in kcal per mole: 53.7
HOMO-LUMO gap in eV: 10.797
Highest occupied orbital energy in eV: -9.92
Structure (SMILES): CC(N)=O.CCCCC

=====

3.
The following is a DFT calculation (wB97M-V/def2-TZVPD) of the ion C5H7ClNS with charge +1 in a non-equilibrium geometry.

XYZ file:
```
15
Properties=species:S:1:pos:R:3:lowdin_charge:R:1
C -0.99212 -0.73483 -0.65414 -0.12
C -1.24676 -1.10378 -1.97344 -0.40
C -0.05196 -0.05065 0.01739 -0.22
C 0.62286 0.46630 -2.67374 -0.88
C 0.82880 1.03359 0.33560 -0.04
N -0.05741 0.45416 1.43906 0.19
S -0.67150 -0.27695 -3.34657 1.10
Cl 1.28611 1.87191 -3.44475 0.63
H -1.62363 -1.27150 -0.03894 0.11
H -2.03651 -1.64023 -2.29079 0.02
H 2.01067 0.84147 0.33466 0.19
H 0.58604 2.01975 -0.07864 0.14
H 0.21924 -0.23038 2.12253 0.18
H -0.76652 1.11081 1.58675 0.15
H 0.84112 0.29995 -1.66608 -0.04
```

## Properties
Largest force on an atom in eV/A: 3.52
M in u: 148.64
Total charge: +1
E_LUMO (spin up / spin down) in eV: -4.8 / -4.9
ΔE to the lowest compared entry with this formula, charge and spin in kcal per mole: 89.5
HOMO-LUMO gap (spin up / spin down) in eV: 6.959 / 6.767
Highest occupied orbital energy (spin up / spin down) in eV: -11.75 / -11.71